14
Properties=species:S:1:pos:R:3:forces:R:3 method="wB97M-V/def2-TZVPD" total_charge=0 lumo_energy_ev=0.32 smiles="C1=NC=NCCN1" relative_energy_kj_mol=206.4 e_homo_ev=-9.19
C -0.560052 1.471066 0.018331 -0.523 3.700 -2.665
N 0.719364 1.670488 -0.051405 0.150 -1.229 1.289
C 1.715537 0.693514 0.213949 2.192 2.176 0.729
N 1.776946 -0.553370 0.130929 -2.589 -1.485 -0.291
C 0.463310 -1.154157 -0.350969 2.260 1.050 -2.307
C -0.805292 -0.898957 0.415284 -0.463 -1.119 1.760
N -1.360816 0.410642 0.100207 -3.483 -2.277 -0.825
H -1.112859 2.468971 -0.243826 0.543 -1.965 0.612
H 2.739421 1.121368 0.515949 -1.728 0.025 -0.446
H 0.747251 -2.212521 -0.503824 -0.853 0.462 -0.005
H 0.270456 -0.599312 -1.374117 0.392 -1.587 1.468
H -1.551757 -1.628956 0.021988 0.517 0.313 0.690
H -0.670399 -1.069955 1.579253 -0.322 0.443 -2.311
H -2.371110 0.281183 -0.471743 3.907 1.495 2.301